one.
Density functional theory data (ωB97M-V/def2-TZVPD) for a cluster of 2 separate species, C7H17ClSi in total.

Its spin multiplicity is 1. For the highest occupied orbital energy, the calculation gives -0.288 hartree. The frontier orbital gap comes out at 8.60 eV.

Last column: natural (NBO) charge in e.
Positions of all 26 atoms, in Å:
C: -0.88276 1.79415 -0.52390  -0.661
C: -2.13774 -0.45523 -0.73464  -0.659
C: 0.26918 -1.70409 1.03625  -0.693
C: 1.17452 -1.67017 -1.28825  -0.640
C: 2.22077 0.31545 2.35995  -1.085
C: -0.87076 0.36686 -1.07387  -0.075
C: 0.84275 -0.82691 -0.04093  -0.418
Si: 2.05875 0.55403 0.50596  1.352
Cl: 3.64760 0.23081 -0.65825  -0.379
H: -2.02249 2.04914 -0.67871  0.200
H: -0.77902 1.88886 0.55561  0.218
H: -0.30877 2.46289 -1.13242  0.224
H: -2.77013 -0.66459 -1.72512  0.215
H: -2.70153 0.20717 0.01471  0.212
H: -1.88730 -1.42620 -0.39753  0.211
H: -0.74487 -2.17236 0.76868  0.209
H: 0.92632 -2.61648 1.30718  0.216
H: 0.06231 -1.39909 2.09896  0.222
H: 1.75915 -1.11678 -1.95243  0.216
H: 1.75131 -2.52295 -0.88771  0.197
H: 0.33053 -2.11388 -1.80277  0.203
H: 2.08310 -0.65720 2.51522  0.229
H: 3.18788 0.50140 2.64247  0.240
H: 1.42282 0.77766 2.87631  0.244
H: -0.56629 0.30740 -2.10668  0.187
H: 1.71662 1.98869 0.19586  -0.185

---

two.
Density functional theory data (ωB97M-V/def2-TZVPD) for a cluster of 2 separate species, C7H17ClSi in total.

Its spin multiplicity is 1. For the highest occupied orbital energy (alpha / beta), the calculation gives -0.276 / -0.268 hartree. The frontier orbital gap (alpha / beta) comes out at 7.56 / 7.58 eV.

Last column: natural (NBO) charge in e.
Positions of all 26 atoms, in Å:
C: 1.38318 0.64988 2.64546  -0.630
C: 0.78363 -2.04446 -1.72754  -0.613
C: -1.26757 -0.80612 -2.29119  -0.624
C: -0.43828 2.36601 -0.26543  -0.663
C: 0.56798 1.77463 2.06887  -0.482
C: -0.63906 -1.76172 -1.36370  -0.667
C: 0.42306 1.42695 0.58646  -0.144
Si: -0.99500 -1.22287 0.43692  1.053
Cl: -0.23162 -2.44892 1.90809  -0.395
H: 0.63773 -0.24087 2.61150  0.224
H: 2.00768 0.71590 3.58275  0.220
H: 2.13821 0.25094 1.92524  0.199
H: 1.07724 -2.67900 -0.85350  0.222
H: 0.85973 -2.77542 -2.63427  0.213
H: 1.38144 -1.11244 -1.88606  0.211
H: -0.75340 0.08794 -1.97942  0.199
H: -2.35813 -0.47517 -2.17330  0.219
H: -1.05000 -1.10910 -3.31480  0.219
H: -1.33546 2.51950 0.29767  0.212
H: 0.18681 3.35724 -0.52929  0.203
H: -0.67309 1.80953 -1.10194  0.208
H: -0.42945 1.84956 2.46455  0.211
H: 1.05628 2.83485 2.19981  0.200
H: -1.11863 -2.79826 -1.46980  0.220
H: 1.20922 0.90086 0.13748  0.173
H: -2.42248 -1.06942 0.72544  -0.189

---

What should be chosen as the least stable of them? Choose two.

---

one.
Density functional theory data (ωB97M-V/def2-TZVPD) for a structure of composition C23H20MoN2O6S.

Its spin multiplicity is 3. For the highest occupied orbital energy (alpha / beta), the calculation gives -0.268 / -0.298 hartree. The frontier orbital gap (alpha / beta) comes out at 5.98 / 6.21 eV.

Last column: natural (NBO) charge in e.
Positions of all 53 atoms, in Å:
Mo: -0.79826 0.49720 -0.24564  1.423
O: -0.83132 4.44980 -1.60985  -0.633
C: -1.02942 3.33826 -0.91340  0.702
O: -0.61504 2.21267 -1.34776  -0.608
C: -1.71886 3.32439 0.32650  0.026
C: -2.31325 4.36815 1.05736  -0.186
C: -2.95697 4.05996 2.22831  -0.167
C: -3.04576 2.71301 2.65867  -0.200
C: -2.46418 1.74540 1.89209  0.114
N: -1.78727 2.04604 0.76809  -0.472
C: -2.54143 0.25312 2.10565  0.767
O: -3.01710 -0.25540 3.08321  -0.546
O: -2.03787 -0.38687 1.05806  -0.680
H: -0.30687 4.23153 -2.39564  0.517
H: -2.25713 5.38070 0.68623  0.242
H: -3.41726 4.84222 2.81471  0.230
H: -3.57342 2.42483 3.55573  0.252
O: 1.66983 0.97017 -3.11396  -0.579
C: 0.93250 0.13782 -2.65066  0.798
O: 0.76746 0.01242 -1.32855  -0.679
C: 0.15191 -0.81864 -3.48642  -0.235
C: 0.68511 -1.14338 -4.73251  -0.144
C: 0.05269 -2.04263 -5.56709  -0.225
C: -1.14597 -2.61950 -5.16097  -0.181
C: -1.69569 -2.29137 -3.93715  -0.254
C: -1.05856 -1.38557 -3.08397  -0.046
S: -1.93210 -1.06497 -1.58396  0.080
H: 1.61458 -0.67399 -5.02384  0.235
H: 0.48375 -2.29579 -6.52525  0.218
H: -1.65547 -3.32656 -5.80142  0.217
H: -2.63301 -2.73502 -3.62950  0.223
C: 2.63826 -3.31025 2.00439  -0.413
N: 1.44786 -3.05642 1.22478  -0.427
C: 1.78220 -2.65819 -0.12779  -0.418
C: 0.48042 -2.16869 1.85695  -0.238
C: 0.95581 -0.74370 2.10272  -0.083
C: 1.80215 -0.50894 3.18937  -0.138
C: 2.37024 0.72903 3.43165  -0.230
C: 2.11544 1.78123 2.56442  -0.207
C: 1.26477 1.57910 1.48877  -0.246
C: 0.65291 0.34335 1.27907  -0.208
H: 3.19855 -4.12991 1.54984  0.200
H: 2.36642 -3.61165 3.01739  0.194
H: 3.31931 -2.44673 2.07156  0.167
H: 2.39607 -3.43456 -0.58741  0.197
H: 2.33605 -1.70900 -0.17879  0.177
H: 0.87408 -2.54623 -0.72314  0.201
H: 0.19896 -2.60778 2.81806  0.206
H: -0.41523 -2.17101 1.23699  0.220
H: 2.01872 -1.32912 3.86406  0.203
H: 3.01658 0.86938 4.28689  0.214
H: 2.56808 2.75099 2.72271  0.214
H: 1.08675 2.41108 0.81046  0.205

---

two.
Density functional theory data (ωB97M-V/def2-TZVPD) for a structure of composition C23H20MoN2O6S.

Its spin multiplicity is 3. For the highest occupied orbital energy (alpha / beta), the calculation gives -0.279 / -0.293 hartree. The frontier orbital gap (alpha / beta) comes out at 6.36 / 6.40 eV.

Last column: natural (NBO) charge in e.
Positions of all 53 atoms, in Å:
Mo: -0.26854 0.95738 -1.20388  1.324
O: 2.23275 2.86825 1.95885  -0.635
C: 1.32430 2.47249 1.09524  0.820
O: 1.55373 1.81257 0.10019  -0.570
C: -0.06298 2.91749 1.34576  0.071
C: -0.47778 3.73152 2.37572  -0.184
C: -1.82849 4.05974 2.44331  -0.148
C: -2.68651 3.57583 1.47430  -0.175
C: -2.17268 2.76906 0.47083  0.135
N: -0.89209 2.43393 0.41572  -0.408
C: -2.98218 2.22635 -0.67981  0.757
O: -4.16733 2.44414 -0.75873  -0.580
O: -2.23394 1.58196 -1.51594  -0.707
H: 3.04677 2.36995 1.77937  0.522
H: 0.24103 4.08964 3.09858  0.248
H: -2.19673 4.69231 3.23978  0.234
H: -3.74413 3.79965 1.45559  0.261
O: 3.12872 -1.13358 -2.11423  -0.593
C: 2.00717 -0.82956 -2.44433  0.783
O: 1.33206 0.08837 -1.76471  -0.688
C: 1.31192 -1.41913 -3.61623  -0.158
C: 2.02514 -2.38151 -4.33519  -0.154
C: 1.48569 -2.98229 -5.45281  -0.238
C: 0.20792 -2.61742 -5.86663  -0.178
C: -0.50767 -1.67071 -5.16290  -0.233
C: 0.02870 -1.05363 -4.02546  -0.145
S: -1.05300 0.12338 -3.28067  0.029
H: 3.01594 -2.63577 -3.98429  0.237
H: 2.04919 -3.72673 -5.99915  0.215
H: -0.23416 -3.07804 -6.74135  0.214
H: -1.50518 -1.39413 -5.48121  0.223
C: 2.67863 -0.62892 3.31471  -0.408
N: 1.62663 -0.07934 2.47823  -0.476
C: 0.46459 0.24312 3.29103  -0.423
C: 1.38919 -0.92100 1.27103  -0.286
C: -0.05712 -1.27006 1.01481  0.036
C: -0.58962 -2.31997 1.76587  -0.231
C: -1.91278 -2.70344 1.65195  -0.211
C: -2.73103 -2.03578 0.75245  -0.214
C: -2.21682 -1.00272 -0.01361  -0.225
C: -0.87883 -0.58523 0.10154  -0.281
H: 2.92198 0.07198 4.11651  0.194
H: 3.58018 -0.79662 2.72460  0.205
H: 2.38874 -1.58565 3.77838  0.168
H: 0.71908 1.07604 3.95292  0.191
H: 0.12196 -0.59340 3.91863  0.179
H: -0.37977 0.53732 2.67029  0.204
H: 1.94659 -1.85580 1.38135  0.199
H: 1.81637 -0.41615 0.41024  0.236
H: 0.06415 -2.84758 2.45268  0.204
H: -2.29711 -3.52331 2.24562  0.213
H: -3.76631 -2.32885 0.62965  0.215
H: -2.86633 -0.52615 -0.73454  0.233

---

What should be chosen as the least stable of them? Choose one.

---

one.
Density functional theory data (ωB97M-V/def2-TZVPD) for the ion C6H11N with charge +1.

Its spin multiplicity is 2. The total charge is +1. For the highest occupied orbital energy (alpha / beta), the calculation gives -0.516 / -0.537 hartree. The frontier orbital gap (alpha / beta) comes out at 9.57 / 7.06 eV.

Last column: natural (NBO) charge in e.
Positions of all 18 atoms, in Å:
C: -0.40019 -1.52470 2.61605  -0.712
N: -1.67699 -0.26378 0.30862  -0.822
C: -0.31037 -0.60922 0.27884  0.195
C: 0.26459 -1.25593 1.35030  0.082
C: 0.92067 1.70353 -2.47437  -0.689
C: 0.50931 1.27007 -1.11282  0.051
C: 0.53738 -0.02949 -0.70704  -0.202
H: 0.07942 -1.13237 3.50922  0.273
H: -1.44050 -1.20693 2.57507  0.263
H: -0.48731 -2.61284 2.73227  0.289
H: -2.13015 -0.44605 -0.58736  0.397
H: -1.69172 0.76670 0.29529  0.386
H: 1.34811 -1.33054 1.31228  0.221
H: 0.60892 0.96047 -3.20594  0.250
H: 0.50635 2.69321 -2.64721  0.257
H: 2.00693 1.74556 -2.56591  0.278
H: 0.24904 2.03677 -0.39274  0.221
H: 1.10650 -0.76447 -1.28453  0.261

---

two.
Density functional theory data (ωB97M-V/def2-TZVPD) for the ion C6H11N with charge +1.

Its spin multiplicity is 2. The total charge is +1. For the highest occupied orbital energy (alpha / beta), the calculation gives -0.493 / -0.492 hartree. The frontier orbital gap (alpha / beta) comes out at 8.21 / 4.75 eV.

Last column: natural (NBO) charge in e.
Positions of all 18 atoms, in Å:
C: 0.62842 -1.32317 0.95533  -0.211
C: 0.76264 0.19789 1.01664  -0.517
C: -0.06622 0.86446 -0.00351  0.270
C: -0.74998 2.06121 0.27602  -0.064
C: -0.37137 -0.10932 -2.34103  -0.234
C: 0.24058 0.60629 -1.40002  -0.331
N: -0.68366 -1.80343 1.47801  -0.804
H: 1.39064 -1.82225 1.54460  0.225
H: 0.80009 -1.68376 -0.06382  0.196
H: 0.71396 0.57345 2.03484  0.258
H: 1.78379 0.35675 0.63173  0.298
H: -0.53227 2.66564 1.14754  0.237
H: -1.31399 2.52033 -0.52726  0.227
H: -0.18790 -0.03503 -3.40005  0.245
H: -1.21390 -0.73103 -2.04923  0.212
H: 1.20638 1.03673 -1.64994  0.281
H: -1.10849 -2.37040 0.75059  0.370
H: -1.29873 -1.00435 1.59956  0.341

---

What should be chosen as the least stable of them? Choose two.

---

one.
Density functional theory data (ωB97M-V/def2-TZVPD) for the molecule C8H9NO3.

Its spin multiplicity is 1. For the highest occupied orbital energy, the calculation gives -0.347 hartree. The frontier orbital gap comes out at 8.30 eV.

Last column: natural (NBO) charge in e.
Positions of all 21 atoms, in Å:
C: 0.26424 -2.52207 0.08401  -0.356
C: -0.37526 -1.69315 -0.89720  -0.250
C: -1.27894 -0.50946 -0.28061  -0.083
C: -0.89940 0.85557 -0.14546  -0.079
C: 0.49734 1.46424 -0.62909  -0.254
N: 1.53797 1.57851 0.43474  -0.628
C: 2.56557 0.50706 0.23389  -0.434
C: -2.16199 1.51481 0.55843  0.748
O: -2.33268 2.71196 0.91622  -0.513
O: -3.23991 0.57780 0.79826  -0.489
C: -2.75489 -0.68021 0.29090  0.756
O: -3.32117 -1.79518 0.25398  -0.507
H: 0.34959 -2.12994 1.15228  0.210
H: 0.63892 -3.57606 -0.12372  0.224
H: -0.24707 -1.86211 -2.02084  0.244
H: 0.84604 0.85520 -1.54494  0.223
H: 0.29145 2.52746 -1.02553  0.224
H: 1.11638 1.55010 1.37128  0.371
H: 2.87794 0.14397 1.27655  0.204
H: 3.46706 0.90136 -0.37690  0.200
H: 2.15882 -0.41986 -0.32626  0.188

---

two.
Density functional theory data (ωB97M-V/def2-TZVPD) for the molecule C8H9NO3.

Its spin multiplicity is 1. For the highest occupied orbital energy, the calculation gives -0.321 hartree. The frontier orbital gap comes out at 9.40 eV.

Last column: natural (NBO) charge in e.
Positions of all 21 atoms, in Å:
C: 1.50135 2.73077 -1.58920  -0.431
N: 0.48730 1.75093 -1.23656  -0.165
O: -0.79616 2.09234 -0.87086  -0.545
C: 1.01098 0.62529 -0.50682  0.631
O: 2.16788 0.32697 -0.58778  -0.559
C: 0.07672 -0.41861 -0.00788  -0.206
C: -0.81558 -1.06302 -0.75976  -0.185
C: -1.63029 -2.16342 -0.31085  -0.251
C: -1.45576 -2.46082 1.01817  -0.164
C: -0.59715 -1.75714 1.91128  -0.317
C: 0.20454 -0.76220 1.39721  0.349
O: 1.04284 -0.08712 2.24659  -0.643
H: 2.25429 2.86370 -0.81136  0.220
H: 1.85644 2.50903 -2.58972  0.217
H: 1.00592 3.69486 -1.59432  0.217
H: -1.17726 1.28918 -0.62297  0.474
H: -0.84434 -0.83022 -1.77366  0.220
H: -2.36783 -2.60681 -0.93648  0.228
H: -2.13379 -3.18543 1.60089  0.213
H: -0.75046 -1.87696 2.97360  0.214
H: 0.96036 -0.67131 3.05050  0.482

---

What should be chosen as the least stable of them? Choose one.